170
Properties=species:S:1:pos:R:3:forces:R:3:mulliken_charge:R:1 method="wB97M-V/def2-TZVPD" gap_ev=8.90 molar_mass_g_mol=964.3 e_above_lowest_kcal_mol=0.0 smiles="COC[C@H](C)N.COC[C@H](C)N.COCCNCCOC.COCCNCCOC.COCCNCCOC.COCCNCCOC.COCCNCCOC.NC(N)=O.NC(N)=O"
C -8.46659 -19.55369 4.19961 -3.82 -1.68 -1.96 0.53
O -7.84473 -20.41520 4.67488 4.23 -3.64 2.90 -0.68
N -9.57893 -19.78110 3.54918 -3.24 -2.10 -1.29 0.59
N -8.27626 -18.30221 4.16755 3.46 6.03 1.22 -0.32
H -9.99427 -19.02773 3.01999 -0.16 -0.90 -0.13 0.23
H -9.89592 -20.73995 3.53351 -0.30 0.14 -0.26 -0.39
H -7.33978 -18.09374 4.48322 -0.33 1.23 -0.09 0.23
H -8.97651 -17.67268 3.80225 0.84 0.14 0.25 0.15
C -6.36327 -20.75752 -0.96399 4.07 -3.00 -0.37 0.66
O -5.58952 -21.60678 -1.46948 -1.67 1.29 0.23 -0.75
N -6.46063 -20.57529 0.33762 0.06 -1.20 3.01 -0.28
N -7.01113 -19.80457 -1.51413 -3.26 4.29 -5.69 -0.24
H -5.58566 -20.86277 0.75222 -0.53 0.30 0.99 0.21
H -7.02937 -19.77132 0.56178 0.76 -0.17 1.14 0.13
H -6.95480 -19.55208 -2.49043 0.32 -1.03 -0.18 0.19
H -7.49944 -19.03072 -1.08658 0.15 -0.35 0.98 0.12
C -14.53948 -10.50647 8.88565 0.95 -1.48 -1.01 -0.69
O -13.58870 -11.32169 8.14635 -0.57 -0.72 0.02 -0.35
C -12.94226 -12.32408 8.96585 1.01 1.69 0.25 -0.63
C -12.22920 -13.40463 8.17000 -1.32 1.01 -1.50 -0.60
N -13.05179 -13.72465 7.02011 1.27 -3.07 -0.08 -0.11
C -12.49064 -14.82153 6.17342 -2.37 1.83 -0.87 -0.52
C -13.66732 -15.24276 5.18935 2.47 -1.71 -0.10 -0.74
O -13.20225 -15.32876 3.80749 0.19 -1.75 1.49 -0.08
C -13.09922 -14.07313 3.30319 -0.11 2.18 -0.26 -0.77
H -13.95550 -9.93310 9.60559 -0.56 0.26 0.22 0.28
H -15.27228 -11.19496 9.30646 -0.02 0.21 0.63 0.31
H -15.08398 -9.91876 8.14659 0.38 0.31 0.14 0.23
H -13.59116 -12.71861 9.74775 -0.37 -0.15 -0.26 0.43
H -12.14645 -11.75920 9.45135 0.12 -0.10 0.69 0.35
H -12.02027 -14.26142 8.81059 -0.33 -0.24 0.07 0.29
H -11.26172 -13.09797 7.77245 0.35 0.52 0.35 0.31
H -13.81316 -13.16551 6.66261 0.62 0.14 0.35 0.25
H -12.07564 -15.67182 6.71461 -0.60 -0.04 0.58 0.34
H -11.64139 -14.52163 5.55947 0.17 0.50 -0.23 0.31
H -14.57312 -14.64542 5.29331 0.10 0.14 -0.09 0.49
H -13.83522 -16.29056 5.43839 -0.70 0.11 -0.07 0.16
H -14.13739 -13.74504 3.25178 0.05 1.07 -0.53 0.28
H -12.55314 -13.91779 2.37273 -0.41 -1.00 -0.45 0.11
H -12.50271 -13.40632 3.92580 -0.26 0.25 0.70 0.40
C -11.14681 -20.07656 7.63294 -1.09 -0.50 -0.57 -0.67
O -11.22263 -21.19587 6.75370 -1.60 0.32 -0.71 -0.38
C -12.33730 -21.01529 5.83263 1.44 -1.05 -1.52 -0.19
C -12.60106 -22.31878 5.01460 1.12 0.50 1.68 -1.02
N -11.37365 -22.92119 4.42255 -1.63 0.03 -0.67 0.11
C -11.73629 -24.20394 3.80656 1.70 -0.41 -1.17 -0.83
C -10.42603 -24.78719 3.00907 -2.14 1.51 -0.47 -0.96
O -10.05847 -23.81000 2.02439 2.09 0.08 0.73 0.04
C -8.59540 -23.58910 1.98268 -1.96 0.51 1.22 -0.64
H -12.06822 -20.04731 8.21454 0.03 -0.25 0.71 0.36
H -11.26874 -19.16662 7.04537 1.00 0.40 -0.05 0.14
H -10.26187 -20.18452 8.26010 -0.10 0.34 -0.27 0.27
H -12.07884 -20.31161 5.04133 0.63 0.60 0.26 0.07
H -13.27437 -20.62222 6.22693 0.01 -0.32 0.82 0.50
H -13.32477 -22.04549 4.24671 0.18 -0.13 -0.33 0.39
H -13.12527 -22.97547 5.70891 -0.02 -0.64 0.00 0.46
H -10.60246 -23.08935 5.05271 -0.27 0.42 0.59 0.19
H -12.56738 -24.08834 3.11083 0.21 0.43 -0.40 0.41
H -12.17151 -24.89632 4.52718 0.48 -0.51 0.34 0.39
H -10.63468 -25.59712 2.31007 -0.38 -1.00 1.13 0.39
H -9.63469 -24.98043 3.73331 0.11 -0.15 -0.11 0.49
H -7.97029 -24.44137 1.71628 -0.39 -0.09 -0.90 0.28
H -8.29534 -23.39689 3.01278 0.14 0.53 0.10 0.39
H -8.53831 -22.67007 1.39937 0.77 -0.39 -0.16 0.00
C -11.95703 -23.83843 -0.20013 -0.46 -0.69 -0.43 -0.48
O -11.86709 -22.82194 -1.16862 0.78 0.65 -0.31 -0.46
C -10.78901 -21.93801 -0.85298 -1.24 2.51 2.05 0.37
C -10.55173 -20.87325 -1.91216 0.20 0.43 -2.10 -0.93
N -11.24214 -19.50622 -1.86570 0.36 -0.90 2.17 0.05
C -12.63275 -19.65932 -1.46569 1.01 -1.89 -1.80 -0.71
C -13.51218 -18.51930 -1.65146 -1.73 2.33 -0.77 -0.37
O -13.35595 -17.77892 -2.89740 1.07 -0.38 0.25 -0.44
C -14.07578 -16.55171 -3.02284 0.10 -0.55 0.50 -0.19
H -11.07196 -24.45976 -0.33687 0.08 -0.13 0.79 0.30
H -12.82723 -24.46616 -0.39200 -0.10 0.10 -0.56 0.34
H -12.13359 -23.47699 0.81292 0.64 0.26 0.05 0.02
H -9.92926 -22.31900 -0.30181 0.45 -1.03 -1.18 0.22
H -11.12139 -21.32273 -0.01688 -0.62 0.19 0.72 -0.26
H -10.86473 -21.44635 -2.78492 -0.13 0.36 -0.76 0.48
H -9.50412 -20.62088 -2.07623 0.11 -0.40 0.32 0.41
H -11.20631 -18.93519 -2.69801 0.26 -0.63 -0.44 0.11
H -12.73153 -19.93141 -0.41483 0.09 -0.38 -0.05 0.15
H -12.96495 -20.45683 -2.13032 -0.76 -0.57 0.44 0.65
H -13.41002 -17.93916 -0.73434 -0.12 1.09 -0.33 -0.05
H -14.54087 -18.87738 -1.69253 -0.21 -0.15 0.43 0.47
H -14.02875 -16.12245 -4.02366 0.43 -0.61 -0.27 0.40
H -13.64768 -15.79646 -2.36372 -0.38 -0.11 0.25 -0.27
H -15.13190 -16.75190 -2.84218 -0.15 0.32 0.41 0.28
C -6.08482 -18.50916 -9.81006 -0.04 0.04 -0.87 -0.74
O -7.24292 -18.05855 -9.20400 -2.18 1.82 0.30 -0.29
C -7.93959 -17.08135 -10.00575 -0.25 -0.65 -1.45 -0.62
C -9.29400 -16.57028 -9.55126 1.00 -1.20 1.23 -0.68
N -9.05651 -16.07578 -8.25181 -1.14 2.46 2.45 -0.35
C -10.28921 -15.54302 -7.63088 0.66 0.47 1.01 -0.85
C -10.11906 -15.18163 -6.13351 0.82 -2.23 -0.03 -0.32
O -9.57670 -16.41416 -5.50147 -0.73 0.85 -1.46 -0.43
C -9.74438 -16.43288 -4.11253 0.73 0.03 -0.44 -0.07
H -5.52858 -17.75102 -10.36136 0.42 0.78 0.72 0.32
H -6.37004 -19.10075 -10.67998 0.17 -1.21 0.28 0.30
H -5.52043 -18.96087 -8.99426 0.28 -0.37 -0.68 0.23
H -8.23059 -17.48830 -10.97416 0.78 -0.58 -0.54 0.41
H -7.29323 -16.22200 -10.18422 0.16 0.07 0.13 0.37
H -10.05512 -17.34177 -9.43470 -0.20 -0.57 -0.84 0.44
H -9.65067 -15.81379 -10.25025 0.15 0.11 0.03 0.33
H -8.72794 -16.79528 -7.62376 0.26 -0.25 -0.19 0.31
H -11.09761 -16.27172 -7.69065 -0.34 -0.10 -0.11 0.38
H -10.59092 -14.61033 -8.10747 -0.09 -0.07 -0.41 0.33
H -11.05412 -14.92474 -5.63576 -0.31 -0.09 -0.25 0.49
H -9.43132 -14.35329 -5.96326 0.34 -0.02 -0.11 0.13
H -10.74323 -16.74770 -3.81041 -0.40 0.62 0.10 0.11
H -9.39707 -15.44034 -3.82556 -0.43 -0.01 1.16 0.03
H -9.08221 -17.19870 -3.70863 0.29 0.08 0.02 0.14
C -21.07580 -17.75639 -2.11665 0.19 -0.19 0.03 -0.74
O -19.95976 -16.99218 -2.58409 -0.30 0.49 0.30 -0.35
C -19.63195 -15.89895 -1.67593 -0.03 -0.95 0.08 -0.41
C -18.37252 -15.11229 -2.16694 -2.69 -1.98 -1.17 -0.54
N -17.60188 -14.45139 -1.20526 0.82 1.95 1.15 -0.43
C -17.16084 -15.18792 -0.05249 0.68 -1.37 -0.14 -0.68
C -15.83511 -14.65790 0.46723 0.62 1.00 -0.22 -0.52
O -14.89609 -14.68113 -0.63544 -1.38 -1.03 -0.36 -0.19
C -13.66558 -14.08369 -0.39106 -0.16 0.50 0.54 -0.53
H -22.07635 -17.33836 -2.22747 0.11 1.06 0.06 0.29
H -20.93363 -18.01128 -1.06646 -0.01 -0.10 0.15 0.30
H -21.21665 -18.67806 -2.68127 0.87 -0.08 -0.17 0.27
H -19.47496 -16.34822 -0.69531 0.25 -0.07 0.24 0.32
H -20.52815 -15.28850 -1.56519 0.08 0.44 -0.13 0.36
H -18.84000 -14.41881 -2.86597 0.70 0.29 -0.28 0.32
H -17.76722 -15.84017 -2.70722 -0.05 -0.32 -0.40 0.24
H -16.74412 -14.22249 -1.68687 0.10 0.54 0.00 0.28
H -16.90771 -16.20077 -0.36580 -0.10 -0.70 0.00 0.35
H -17.93627 -15.29546 0.70595 0.16 0.36 0.21 0.37
H -15.39837 -15.16257 1.32902 -0.23 -0.76 -0.06 0.20
H -15.94902 -13.64355 0.84963 -0.05 0.55 -0.34 0.43
H -13.15892 -14.62411 0.40852 0.13 0.37 0.43 -0.15
H -13.91613 -13.04207 -0.19020 0.80 0.31 0.58 0.53
H -12.97100 -14.10051 -1.23093 -0.49 -0.23 -0.43 0.23
C -10.18071 -15.71838 -0.58091 -1.45 -1.93 0.59 -1.56
C -9.95641 -16.86904 0.47029 1.62 2.33 -0.99 0.60
C -11.20192 -17.16687 1.23757 0.47 -0.32 0.04 0.53
O -11.01264 -18.41425 1.88935 -2.82 -0.35 0.67 -0.33
C -12.30645 -18.83444 2.52156 1.02 0.36 0.11 -0.43
N -9.22661 -17.96343 -0.13672 -0.40 -0.49 -0.57 -0.31
H -11.05613 -15.98746 -1.17194 -0.14 -0.26 -0.42 -0.01
H -9.34167 -15.70735 -1.27660 0.14 0.84 0.45 0.46
H -10.55086 -14.84903 -0.03748 0.92 0.55 -0.28 0.51
H -9.25975 -16.33953 1.12021 0.18 -0.43 0.71 0.19
H -12.07413 -17.23008 0.58692 -0.15 0.17 0.04 -0.98
H -11.25369 -16.35328 1.96109 -0.81 0.04 0.20 0.03
H -12.49929 -18.28195 3.44116 0.00 0.86 -0.31 0.29
H -12.30171 -19.83838 2.94605 0.68 -0.39 -0.92 -0.20
H -13.11490 -18.71585 1.80014 0.05 0.01 0.06 0.42
H -9.61742 -18.04226 -1.06471 0.03 0.01 -0.62 -0.06
H -9.61922 -18.82828 0.20676 0.12 -0.40 0.69 0.24
C -9.24649 -12.33354 -2.17984 -0.50 -0.18 0.87 -1.16
C -9.46402 -11.08581 -3.09380 -0.14 -0.97 -0.25 0.55
C -8.89293 -9.80366 -2.48536 -0.13 0.53 0.55 -0.93
O -9.77460 -9.38754 -1.38111 0.73 0.53 -0.45 -0.26
C -9.62092 -8.05388 -0.85304 0.05 0.31 -0.29 -0.84
N -8.96987 -11.42252 -4.42115 1.17 1.21 -0.39 -0.71
H -10.04227 -12.54251 -1.46490 -0.23 0.25 0.00 0.32
H -8.34740 -12.33461 -1.56359 0.23 0.94 0.11 0.42
H -9.06166 -13.28399 -2.68040 -0.56 0.19 -0.82 0.17
H -10.47221 -10.78689 -3.38065 -0.62 -0.58 1.05 0.27
H -8.79963 -9.02326 -3.24058 -0.42 0.12 -0.13 0.39
H -7.87194 -9.98063 -2.14721 0.12 -0.02 0.49 0.34
H -8.65795 -7.78449 -0.41921 0.40 -0.78 0.13 0.33
H -10.36802 -7.82225 -0.09389 -0.11 -0.90 0.17 0.28
H -9.78650 -7.21616 -1.53047 -0.11 -0.39 -1.03 0.32
H -8.02155 -11.76692 -4.37457 0.00 -0.25 -0.27 0.27
H -9.56717 -12.06749 -4.91850 0.10 -0.04 0.27 0.24